An isolated molecule of C4H7NO, computed with ωB97M-V/def2-TZVPD.

SMILES: C=NC/C=C/O
Total energy: -7797.40576 eV
E_LUMO: 1.0 eV
Energy above the lowest of the compared OMol25 structures with the same formula, charge and spin: 2.239 eV
HOMO energy: -8.8 eV

```
! wB97M-V def2-TZVPD RIJCOSX def2/J DEFGRID3
* xyz 0 1
C 0.47894 2.14054 0.07304
N 0.71503 1.19706 -0.73475
C 1.15184 -0.06750 -0.15919
C 0.04790 -1.09946 -0.21135
C -1.20816 -0.81590 0.12700
O -2.26136 -1.67035 0.14536
H 0.60097 2.05265 1.16360
H 0.12491 3.09745 -0.31407
H 1.50694 0.06308 0.87897
H 2.00473 -0.42340 -0.74674
H 0.31077 -2.10798 -0.52886
H -1.51811 0.18033 0.43078
H -1.95440 -2.54652 -0.12380
*
```

Charges computed using natural (NBO), reported in e: -0.075, -0.372, -0.272, -0.334, 0.170, -0.669, 0.140, 0.175, 0.174, 0.210, 0.199, 0.179, 0.474